Entry i
Entry from the Open Molecules 2025 dataset: a cluster of 2 separate species, HI3OP in total (ωB97M-V/def2-TZVPD).

**Total charge**: +1
**Frontier orbital gap (spin up / spin down)**: 6.09 / 6.10 eV
**LUMO level (spin up / spin down)**: -8.07 / -8.08 eV
**HOMO level (spin up / spin down)**: -0.5204 / -0.5209 Ha

Each line ends with the natural charge from an NBO analysis.
Element x y z (Å)
O  -0.56  0.03  -0.88  -0.68
P  -3.04  -0.03  0.15  0.34
I  -3.62  2.14  1.22  0.28
I  -3.45  -1.84  1.58  0.29
I  -3.99  -0.28  -1.99  0.30
H  0.09  -0.71  -0.80  0.46

Entry ii
Entry from the Open Molecules 2025 dataset: a cluster of 2 separate species, HI3OP in total (ωB97M-V/def2-TZVPD).

**Total charge**: +1
**Frontier orbital gap**: 5.39 eV
**LUMO level**: -7.29 eV
**HOMO level**: -0.4661 Ha

Each line ends with the natural charge from an NBO analysis.
Element x y z (Å)
O  1.71  0.28  0.56  -0.92
P  1.19  -1.15  0.80  1.18
I  0.78  -1.93  -1.41  0.17
I  -1.62  1.20  0.09  -0.06
I  -3.85  0.90  -1.41  0.11
H  1.79  0.69  1.36  0.52

Most stable: entry ii (next structure +2.845 eV)

Entry i
Entry from the Open Molecules 2025 dataset: a cluster of 3 separate species, C3H15N2O3 in total (ωB97M-V/def2-TZVPD).

**Spin multiplicity**: 2
**Frontier orbital gap (spin up / spin down)**: 3.08 / 10.24 eV
**LUMO level (spin up / spin down)**: 0.47 / 0.36 eV
**HOMO level (spin up / spin down)**: -0.0959 / -0.3630 Ha

Each line ends with the natural charge from an NBO analysis.
Element x y z (Å)
N  -1.01  0.77  0.95  -0.82
C  0.48  0.31  1.41  -0.30
C  0.41  -0.44  2.79  -0.12
O  -0.25  0.44  3.56  -0.78
C  0.93  -0.74  0.35  -0.29
N  1.10  0.00  -0.97  -0.91
H  -1.55  0.49  1.83  0.43
H  -1.18  0.51  0.04  0.45
H  -0.93  1.82  0.91  0.30
H  1.25  1.26  1.34  0.15
H  1.57  -0.74  3.04  0.16
H  -0.05  -1.49  2.86  0.17
H  0.22  0.70  4.41  0.49
H  1.91  -0.98  0.68  0.19
H  0.31  -1.70  0.32  0.20
H  2.08  0.30  -1.06  0.37
H  0.88  -0.75  -1.71  0.37
H  -1.40  -1.99  -4.90  0.47
H  -1.03  -0.95  -5.96  0.47
O  -0.73  -1.22  -5.03  -0.94
H  -0.37  1.72  -1.23  0.47
H  -1.33  1.13  -2.27  0.48
O  -1.34  1.54  -1.37  -1.01

Entry ii
Entry from the Open Molecules 2025 dataset: a cluster of 4 separate species, C3H15N2O3 in total (ωB97M-V/def2-TZVPD).

**Spin multiplicity**: 2
**Frontier orbital gap (spin up / spin down)**: 4.06 / 8.34 eV
**LUMO level (spin up / spin down)**: 0.38 / 0.36 eV
**HOMO level (spin up / spin down)**: -0.1351 / -0.2933 Ha

Each line ends with the natural charge from an NBO analysis.
Element x y z (Å)
C  -0.72  2.06  1.15  -0.64
C  -1.29  1.45  -0.11  -0.22
N  -0.94  0.07  -0.33  -0.64
C  -1.42  -0.91  0.52  0.05
N  -1.03  -2.23  0.31  -0.86
H  0.23  1.64  1.45  0.23
H  -0.54  3.15  1.13  0.20
H  -1.46  2.06  1.96  0.20
H  -2.38  1.56  -0.16  0.18
H  -1.02  1.97  -1.03  0.19
H  -0.06  -0.12  -0.78  0.38
H  -2.14  -0.72  1.29  0.16
H  -0.26  -2.45  -0.30  0.37
H  -1.30  -2.95  0.95  0.38
H  2.37  -0.25  -1.82  0.50
H  3.54  -0.17  -0.73  0.47
O  2.59  -0.12  -0.89  -0.98
H  0.99  -1.15  -3.55  0.48
H  1.42  0.26  -3.99  0.48
O  1.22  -0.28  -3.22  -0.95
H  0.34  -0.75  3.37  0.46
H  1.41  -1.09  2.34  0.47
O  0.46  -1.00  2.44  -0.93

Most stable: entry ii (next structure +3.390 eV)

Entry i
Entry from the Open Molecules 2025 dataset: an isolated molecule of CH7N5O (ωB97M-V/def2-TZVPD).

**SMILES**: NNC(=NO)NN
**Frontier orbital gap**: 9.38 eV
**LUMO level**: 0.82 eV
**HOMO level**: -0.3146 Ha

Each line ends with the natural charge from an NBO analysis.
Element x y z (Å)
C  0.10  -0.02  -0.13  0.47
H  3.15  0.38  -0.61  0.35
H  2.20  0.84  0.72  0.36
H  1.23  -1.55  0.29  0.36
H  -0.63  -1.65  -1.08  0.41
H  -2.10  -0.85  1.28  0.35
H  -2.68  -0.19  -0.08  0.36
H  -1.13  2.65  -0.11  0.47
N  2.65  -0.01  0.22  -0.64
N  1.39  -0.62  -0.24  -0.48
N  -0.81  -0.98  -0.32  -0.51
N  -2.18  -1.04  0.21  -0.62
N  0.07  1.27  -0.03  -0.28
O  -1.25  1.75  -0.14  -0.60

Entry ii
Entry from the Open Molecules 2025 dataset: a cluster of 2 separate species, CH7N5O in total (ωB97M-V/def2-TZVPD).

**SMILES**: [H]/N=N\[H].NNC(N)=O
**Frontier orbital gap**: 9.09 eV
**LUMO level**: 0.61 eV
**HOMO level**: -0.3117 Ha

Each line ends with the natural charge from an NBO analysis.
Element x y z (Å)
N  -0.91  -0.14  0.95  -0.50
C  -0.44  0.20  -0.34  0.63
N  -0.52  -1.38  1.50  -0.65
N  -1.10  1.31  -0.87  -0.83
O  0.00  -0.69  -1.14  -0.67
H  -1.89  0.05  1.10  0.38
H  0.36  -1.27  1.99  0.35
H  -0.40  -2.07  0.75  0.36
H  -0.87  1.51  -1.83  0.40
H  -1.25  2.09  -0.25  0.39
N  2.20  0.61  -0.03  -0.19
N  2.42  -0.29  -0.76  -0.23
H  1.38  -0.69  -1.17  0.37
H  1.03  0.76  0.08  0.19

Most stable: entry ii (next structure +1.364 eV)

Entry i
Entry from the Open Molecules 2025 dataset: a structure of composition CH2Br2S (ωB97M-V/def2-TZVPD).

**Frontier orbital gap**: 8.86 eV
**LUMO level**: -0.88 eV
**HOMO level**: -0.3583 Ha

Each line ends with the natural charge from an NBO analysis.
Element x y z (Å)
C  0.29  -0.32  -0.20  -0.43
S  0.69  0.93  0.96  0.06
Br  0.24  0.34  -1.94  0.11
Br  -1.64  -1.33  0.27  -0.09
H  1.01  -1.03  -0.22  0.20
H  -0.59  1.41  1.13  0.16

Entry ii
Entry from the Open Molecules 2025 dataset: a cluster of 2 separate species, CH2Br2S in total (ωB97M-V/def2-TZVPD).

**Frontier orbital gap**: 7.29 eV
**LUMO level**: -1.44 eV
**HOMO level**: -0.3207 Ha

Each line ends with the natural charge from an NBO analysis.
Element x y z (Å)
C  -0.60  -0.36  -0.45  -0.37
S  0.98  1.70  -0.20  -0.15
Br  -1.12  -0.83  1.23  0.18
Br  1.97  0.38  1.20  -0.08
H  -1.41  0.07  -0.96  0.21
H  0.18  -0.96  -0.83  0.22

Most stable: entry i (next structure +1.349 eV)

Entry i
Entry from the Open Molecules 2025 dataset: a cluster of 2 separate species, C4H8NO3 in total (ωB97M-V/def2-TZVPD).

**Total charge**: -1
**Frontier orbital gap**: 8.58 eV
**LUMO level**: 3.80 eV
**HOMO level**: -0.1754 Ha

Each line ends with the natural charge from an NBO analysis.
Element x y z (Å)
C  0.23  -0.18  2.44  -0.74
C  0.17  1.26  1.87  0.78
O  0.33  1.36  0.62  -0.81
O  0.00  2.13  2.74  -0.75
H  1.08  -0.41  3.09  0.20
H  0.18  -0.99  1.70  0.18
H  -0.70  -0.30  3.01  0.20
C  1.10  -1.60  -1.53  -0.72
C  -0.25  -1.08  -2.04  0.67
O  -0.97  -1.69  -2.82  -0.68
N  -0.64  0.09  -1.49  -0.84
H  -1.56  0.43  -1.68  0.37
H  -0.30  0.46  -0.57  0.45
H  1.24  -1.57  -0.47  0.24
H  1.91  -1.07  -2.02  0.22
H  1.18  -2.56  -2.07  0.22

Entry ii
Entry from the Open Molecules 2025 dataset: a cluster of 2 separate species, C4H8NO3 in total (ωB97M-V/def2-TZVPD).

**Total charge**: -1
**Frontier orbital gap**: 7.66 eV
**LUMO level**: 3.61 eV
**HOMO level**: -0.1487 Ha

Each line ends with the natural charge from an NBO analysis.
Element x y z (Å)
C  2.43  0.73  2.87  -0.75
C  1.15  0.51  2.00  0.77
O  1.34  -0.23  1.00  -0.81
O  0.12  1.11  2.35  -0.79
H  2.91  1.65  2.48  0.19
H  3.10  -0.08  2.79  0.20
H  2.10  1.05  3.86  0.20
C  -1.35  -0.70  -0.68  -0.72
C  -1.34  -0.47  -2.15  0.68
O  -1.89  0.46  -2.71  -0.65
N  -0.62  -1.39  -2.87  -0.84
H  -2.39  -0.63  -0.34  0.22
H  -0.93  0.18  -0.24  0.30
H  -0.48  -1.24  -3.85  0.38
H  -0.07  -2.09  -2.42  0.39
H  -0.95  -1.63  -0.30  0.22

Most stable: entry i (next structure +0.416 eV)

Entry i
Entry from the Open Molecules 2025 dataset: a cluster of 2 separate species, C4H8NO3 in total (ωB97M-V/def2-TZVPD).

**Total charge**: -1
**Frontier orbital gap**: 8.45 eV
**LUMO level**: 3.92 eV
**HOMO level**: -0.1665 Ha

Each line ends with the natural charge from an NBO analysis.
Element x y z (Å)
C  -3.24  1.95  0.10  -0.75
C  -1.86  1.15  0.25  0.78
O  -2.01  -0.06  0.54  -0.81
O  -0.79  1.75  0.02  -0.80
H  -4.01  1.21  -0.06  0.20
H  -3.20  2.55  -0.80  0.20
H  -3.32  2.48  1.04  0.20
C  1.24  -2.38  -0.43  -0.72
C  2.15  -1.18  -0.19  0.67
O  3.36  -1.26  -0.31  -0.69
N  1.52  -0.03  0.07  -0.81
H  2.10  0.79  0.01  0.39
H  0.53  -0.01  0.26  0.45
H  0.31  -2.33  0.13  0.23
H  1.81  -3.23  -0.03  0.21
H  1.03  -2.41  -1.49  0.23

Entry ii
Entry from the Open Molecules 2025 dataset: a cluster of 2 separate species, C4H8NO3 in total (ωB97M-V/def2-TZVPD).

**Total charge**: -1
**Frontier orbital gap**: 6.77 eV
**LUMO level**: 3.15 eV
**HOMO level**: -0.1329 Ha

Each line ends with the natural charge from an NBO analysis.
Element x y z (Å)
C  -0.21  0.17  -2.43  -0.74
C  -0.20  -1.31  -2.08  0.69
O  0.24  -1.94  -1.15  -0.55
N  -0.84  -2.09  -3.10  -0.88
H  -1.24  0.48  -2.53  0.23
H  0.43  0.27  -3.31  0.22
H  -0.74  -3.09  -2.97  0.38
H  -0.78  -1.77  -4.05  0.37
H  0.25  0.66  -1.57  0.27
C  0.10  1.37  3.85  -0.74
C  0.96  1.11  2.59  0.76
O  1.42  -0.05  2.43  -0.79
O  1.08  2.10  1.84  -0.81
H  -0.87  0.85  3.75  0.19
H  -0.08  2.42  4.03  0.19
H  0.49  0.81  4.70  0.19

Most stable: entry i (next structure +1.142 eV)

Entry i
Entry from the Open Molecules 2025 dataset: a cluster of 2 separate species, C4H8NO3 in total (ωB97M-V/def2-TZVPD).

**Total charge**: -1
**Frontier orbital gap**: 8.36 eV
**LUMO level**: 3.93 eV
**HOMO level**: -0.1629 Ha

Each line ends with the natural charge from an NBO analysis.
Element x y z (Å)
C  -0.05  -0.25  2.23  -0.77
C  -0.91  0.92  1.54  0.78
O  -1.45  0.57  0.47  -0.79
O  -1.18  1.84  2.34  -0.75
H  -0.72  -1.13  2.15  0.20
H  0.32  -0.06  3.25  0.20
H  0.76  -0.30  1.47  0.19
C  1.15  0.67  -1.72  -0.71
C  0.86  -0.81  -1.71  0.67
O  1.70  -1.56  -2.20  -0.68
N  -0.30  -1.23  -1.12  -0.86
H  -0.57  -2.17  -0.95  0.38
H  -0.56  -0.59  -0.32  0.44
H  0.51  1.21  -2.43  0.23
H  2.23  0.84  -2.06  0.22
H  0.95  1.07  -0.73  0.24

Entry ii
Entry from the Open Molecules 2025 dataset: a cluster of 2 separate species, C4H8NO3 in total (ωB97M-V/def2-TZVPD).

**Total charge**: -1
**Frontier orbital gap**: 8.40 eV
**LUMO level**: 3.96 eV
**HOMO level**: -0.1632 Ha

Each line ends with the natural charge from an NBO analysis.
Element x y z (Å)
O  0.35  -0.53  -1.10  -0.77
C  0.17  -0.43  0.15  0.62
N  -1.06  -0.15  0.65  -0.84
C  -2.85  0.39  -0.50  0.27
O  -3.75  0.48  0.36  -0.68
C  1.43  -0.39  1.03  -0.53
C  2.50  0.53  0.32  -0.05
O  2.81  -0.02  -0.96  -0.78
H  -1.01  -0.18  1.67  0.32
H  -2.59  -0.49  -1.19  0.13
H  -2.13  1.23  -0.65  0.12
H  1.33  0.13  1.95  0.19
H  1.62  -1.42  1.17  0.21
H  2.19  1.60  0.56  0.14
H  3.44  0.44  0.84  0.15
H  1.87  -0.30  -1.30  0.50

Most stable: entry i (next structure +2.434 eV)

Entry i
Entry from the Open Molecules 2025 dataset: an isolated molecule of C9H9NO (ωB97M-V/def2-TZVPD).

**SMILES**: OCc1ccc2[nH]ccc2c1
**Frontier orbital gap**: 8.52 eV
**LUMO level**: 0.66 eV
**HOMO level**: -0.2886 Ha

Each line ends with the natural charge from an NBO analysis.
Element x y z (Å)
C  -2.73  -0.67  0.05  -0.08
C  -1.31  -0.25  0.06  -0.09
C  -1.02  1.11  0.03  -0.19
C  0.26  1.59  0.11  -0.26
C  1.35  0.73  0.08  0.15
C  3.32  -0.27  -0.33  -0.03
C  2.49  -1.27  -0.17  -0.28
C  1.13  -0.68  0.09  -0.10
C  -0.16  -1.14  0.24  -0.18
H  -4.55  0.36  0.21  0.46
H  -2.96  -1.65  -0.48  0.18
H  -3.02  -0.78  1.07  0.18
H  -1.86  1.83  -0.01  0.23
H  0.41  2.64  0.48  0.21
H  3.11  1.99  -0.40  0.42
H  4.36  -0.24  -0.61  0.21
H  2.59  -2.42  -0.08  0.24
H  -0.42  -2.18  0.27  0.20
N  2.68  1.03  -0.04  -0.57
O  -3.68  0.29  -0.56  -0.72

Entry ii
Entry from the Open Molecules 2025 dataset: an isolated molecule of C9H9NO (ωB97M-V/def2-TZVPD).

**Frontier orbital gap (spin up / spin down)**: 7.47 / 5.95 eV
**LUMO level (spin up / spin down)**: 0.58 / -1.02 eV
**HOMO level (spin up / spin down)**: -0.2533 / -0.2560 Ha

Each line ends with the natural charge from an NBO analysis.
Element x y z (Å)
C  -1.76  2.16  1.34  -0.29
C  -2.51  1.90  2.43  0.15
C  -1.13  0.91  0.85  -0.07
C  -1.74  -0.07  1.77  0.23
C  -0.23  1.03  -0.21  -0.23
C  0.88  0.37  -0.77  -0.02
C  0.99  -1.98  0.04  0.10
C  -1.76  -1.38  1.74  -0.37
C  2.35  -1.44  -1.48  -0.43
N  1.27  -0.93  -0.62  -0.54
O  -2.56  0.57  2.72  -0.44
H  -1.60  3.07  0.92  0.22
H  -3.13  2.39  3.09  0.20
H  -0.18  1.99  -0.56  0.21
H  1.34  0.87  -1.65  0.20
H  -1.16  -2.02  0.97  0.24
H  -2.47  -1.86  2.30  0.20
H  1.94  -2.31  -2.01  0.22
H  2.66  -0.67  -2.20  0.20
H  3.15  -1.96  -0.86  0.23

Most stable: entry i (next structure +5.673 eV)